Entry from the Open Molecules 2025 dataset: an isolated molecule of C17H18N2O3S2 (ωB97M-V with the def2-TZVPD basis set).

```
42
Properties=species:S:1:pos:R:3:nbo_charge:R:1
S 1.52 1.90 -0.77 2.3101
S -4.58 1.70 0.81 0.2765
O 1.81 1.06 -1.89 -0.9263
O 1.88 3.29 -0.86 -0.9413
O -1.28 -1.91 0.43 -0.5978
N 2.21 1.27 0.64 -0.8521
N -2.95 -0.66 -0.46 -0.4744
C -0.21 1.81 -0.35 -0.3402
C -0.83 2.91 0.21 -0.1715
C -2.25 0.54 -0.23 0.1949
C -2.17 2.84 0.54 -0.2250
C -2.88 1.66 0.33 -0.1931
C -5.12 0.01 0.38 -0.5296
C 2.05 -1.47 -0.25 -0.6490
C 3.34 -0.82 0.12 -0.0102
C -2.38 -1.86 -0.08 0.6945
C 5.78 0.34 0.86 -0.2300
C 5.74 -0.97 0.42 -0.2113
C 3.40 0.50 0.55 0.1063
C -4.34 -0.49 -0.82 -0.2250
C -0.91 0.64 -0.59 -0.1790
C -3.20 -3.10 -0.34 -0.7168
C 4.61 1.08 0.92 -0.1801
C 4.54 -1.54 0.06 -0.1914
H -4.75 -1.43 -1.18 0.2247
H 1.26 -1.20 0.44 0.2402
H 6.65 -1.55 0.36 0.2124
H 4.63 2.10 1.25 0.2032
H -0.26 3.81 0.36 0.2437
H 6.72 0.80 1.15 0.2136
H -0.41 -0.18 -1.05 0.2557
H 2.32 2.05 1.27 0.4038
H -2.60 -3.95 -0.04 0.2502
H 4.51 -2.57 -0.27 0.2080
H -3.44 -3.20 -1.39 0.2293
H -4.40 0.24 -1.63 0.2168
H -2.68 3.68 0.97 0.2254
H 2.16 -2.56 -0.27 0.2148
H -4.96 -0.63 1.25 0.2191
H -6.19 0.08 0.17 0.2362
H -4.12 -3.10 0.25 0.2254
H 1.76 -1.14 -1.25 0.2395
```

Summary:
largest force on an atom: 0.78 eV/Å
lowest unoccupied orbital energy: 0.4 eV
E: -48714.67861 eV
charge: 0
orbital gap: 8.9423 eV
E_HOMO: -8.52 eV